The following is a DFT calculation (ωB97M-V/def2-TZVPD) of CH2O2S in the gas phase in a non-equilibrium geometry.

Structure (XYZ):
```
6
Properties=species:S:1:pos:R:3:nbo_charge:R:1
H 1.289 -1.413 0.768 0.181
S 1.152 0.038 1.216 0.006
C -0.296 0.239 0.272 0.597
O -0.230 -0.345 -0.910 -0.702
H -0.851 0.334 -1.613 0.514
O -1.064 1.147 0.267 -0.595
```

Computed properties:
HOMO energy in eV: -10.3
Electronic energy in eV: -15998.20698
HOMO-LUMO gap in eV: 10.55
ΔE to the lowest compared entry with this formula, charge and spin in kcal/mol: 39.9
E_LUMO in hartree: 0.00846
SMILES: O=C(O)S
Multiplicity: 1

***

The following is a DFT calculation (ωB97M-V/def2-TZVPD) of C5H9NOS in the gas phase in a non-equilibrium geometry.

Structure (XYZ):
```
17
Properties=species:S:1:pos:R:3:nbo_charge:R:1
C -0.822 -0.566 -0.006 0.301
H 1.270 -2.615 -0.174 0.221
C 0.637 0.708 -1.152 -0.362
N -0.457 0.635 -0.313 -0.455
H -2.956 -0.872 -0.037 0.210
H -0.642 2.585 -0.329 0.220
H -1.877 -2.295 0.633 0.232
O 2.580 0.596 0.827 -1.005
C -1.893 -1.297 0.145 -0.500
H -1.764 1.619 0.862 0.217
H 0.625 -0.017 -2.037 0.213
H 1.351 -1.894 1.381 0.234
H 1.020 1.722 -1.545 0.233
C -0.713 1.812 0.484 -0.407
C 1.325 -1.637 0.308 -0.806
H 0.068 1.740 1.245 0.238
S 2.247 -0.224 -0.293 1.216
```

Computed properties:
HOMO energy in eV: -8.1
Electronic energy in eV: -19698.23178
HOMO-LUMO gap in eV: 8.73
ΔE to the lowest compared entry with this formula, charge and spin in kcal/mol: 140.0
E_LUMO in hartree: 0.02500
Multiplicity: 1

***

The following is a DFT calculation (ωB97M-V/def2-TZVPD) of 2 unconnected molecules or ions with the total composition C3H4N2OS in a non-equilibrium geometry.

Structure (XYZ):
```
11
Properties=species:S:1:pos:R:3:nbo_charge:R:1
O -0.971 -2.322 -1.208 -0.448
H 1.870 -0.341 -2.164 0.209
H -0.170 1.671 2.069 0.218
C -1.728 -1.496 -0.952 0.453
N 0.723 0.332 -0.648 0.002
H 1.390 1.323 1.648 0.196
H 0.219 -0.213 1.860 0.202
N 0.060 0.991 0.090 -0.302
C 1.125 -0.376 -1.468 -0.066
S -2.898 -0.454 -0.736 -0.008
C 0.378 0.885 1.509 -0.457
```

Computed properties:
HOMO energy in eV: -8.5
Electronic energy in eV: -19035.29352
HOMO-LUMO gap in eV: 9.27
ΔE to the lowest compared entry with this formula, charge and spin in kcal/mol: 86.6
E_LUMO in hartree: 0.02776
Multiplicity: 1

***

The following is a DFT calculation (ωB97M-V/def2-TZVPD) of C5H4O2 in the gas phase in a non-equilibrium geometry.

Structure (XYZ):
```
11
Properties=species:S:1:pos:R:3:nbo_charge:R:1
H -2.183 1.642 -0.200 0.168
H 1.243 -2.209 -1.140 0.203
C 1.022 -1.241 -0.808 0.079
C -1.288 1.317 0.363 0.360
C 0.886 0.192 0.833 0.187
O -1.123 1.859 1.508 -0.552
C -0.175 -0.644 -0.963 -0.283
H 1.207 0.709 1.762 0.239
C -0.384 0.247 0.145 -0.257
O 1.629 -0.760 0.241 -0.377
H -0.834 -1.112 -1.741 0.233
```

Computed properties:
HOMO energy in eV: -9.2
Electronic energy in eV: -9342.43146
HOMO-LUMO gap in eV: 9.27
ΔE to the lowest compared entry with this formula, charge and spin in kcal/mol: 40.4
E_LUMO in hartree: 0.00234
SMILES: O=Cc1ccoc1
Multiplicity: 1

***

The following is a DFT calculation (ωB97M-V/def2-TZVPD) of a molecular structure, C30H24N4O2S3Ti in a non-equilibrium geometry.

Structure (XYZ):
```
64
Properties=species:S:1:pos:R:3:nbo_charge:R:1
O 2.641 -0.427 2.471 -0.494
S 0.859 2.751 1.915 0.471
C 2.543 7.121 1.425 -0.263
H 0.826 -6.112 -1.156 0.219
S 0.908 5.275 3.417 -0.149
H -4.362 3.121 1.392 0.220
C -3.917 -2.085 -0.597 -0.209
H 2.102 -5.193 0.772 0.227
N 0.708 -1.677 -0.062 -0.503
H -3.854 3.390 -1.272 0.219
C 0.432 -2.733 -0.889 0.251
H -2.233 2.053 -2.956 0.227
H 4.574 7.320 -1.848 0.214
C 1.721 -4.204 0.542 -0.093
C 0.488 -5.113 -1.408 -0.165
C 2.054 -3.129 1.310 -0.238
H -4.811 -3.752 0.423 0.214
H -0.601 -5.718 -3.131 0.224
C -2.043 -2.078 1.438 -0.252
H 3.125 9.150 1.735 0.215
H -1.429 1.204 3.082 0.229
N 1.971 4.765 0.912 -0.258
C -1.920 -1.136 0.408 -0.361
C 2.623 6.012 0.592 0.213
C 3.933 8.384 -0.096 -0.218
H -2.892 2.094 3.466 0.239
C -0.313 -2.517 -2.066 -0.204
H 4.443 9.302 -0.362 0.213
C 0.882 -4.033 -0.581 -0.110
C -3.537 2.686 0.846 -0.270
C 1.487 -1.891 0.987 0.155
H 2.714 -3.199 2.163 0.251
C 3.360 6.096 -0.593 -0.247
C 3.199 8.296 1.074 -0.197
C 1.533 2.686 0.300 -0.104
C 1.307 4.429 2.056 -0.118
H -1.263 -3.408 -3.741 0.224
C 1.620 -0.725 1.942 0.756
H -1.330 -2.091 2.253 0.212
C -0.288 -4.891 -2.506 -0.201
S 1.490 1.250 -0.702 -0.169
Ti -0.356 0.209 0.515 1.678
H -0.586 -1.505 -2.332 0.227
H -2.998 0.431 2.881 0.226
N -1.672 1.542 0.350 -0.713
C -2.458 1.375 2.773 -0.645
C -4.010 -3.023 0.424 -0.217
H -0.702 2.689 -2.343 0.235
H -3.148 -3.723 2.262 0.212
O 0.416 -0.127 2.121 -0.786
H -2.871 -0.408 -1.386 0.213
H 1.977 7.079 2.341 0.255
C -2.570 1.897 1.374 0.140
C -2.145 2.122 -0.839 0.123
C -3.270 2.828 -0.557 -0.272
C 4.006 7.274 -0.927 -0.202
H -1.018 0.971 -2.288 0.200
N 2.068 3.788 -0.064 -0.282
C -1.483 1.949 -2.172 -0.618
C -3.076 -3.009 1.449 -0.202
C -2.890 -1.152 -0.597 -0.233
H -4.655 -2.073 -1.391 0.213
H 3.424 5.240 -1.243 0.244
C -0.674 -3.573 -2.847 -0.164
```

Computed properties:
HOMO energy in eV: -7.7
Electronic energy in eV: -97177.33590
HOMO-LUMO gap in eV: 6.38
ΔE to the lowest compared entry with this formula, charge and spin in kcal/mol: 30.6
E_LUMO in hartree: -0.04932
Multiplicity: 1